Entry 1:
64
Properties=species:S:1:pos:R:3:forces:R:3 method="wB97M-V/def2-TZVPD" charge=+3 e_homo_ev="-16.7376 / -16.7710"
Pd 0.6652 -0.5362 0.2723 -0.2 0.0 -0.5
S -0.4353 1.6220 0.3322 0.3 0.4 2.5
S -2.1938 -2.6682 0.7191 -0.8 -0.2 -0.2
P 1.6299 -2.3465 -0.9480 -0.1 -1.6 0.8
O -1.3363 -1.4383 1.0014 1.2 0.9 -0.2
N 1.9696 0.5702 1.8036 -1.1 -0.4 -1.9
N 1.2410 1.3622 2.4626 1.9 0.6 1.7
N -0.2550 3.4093 3.7224 0.4 -0.9 -1.1
N -0.4376 2.9773 2.5319 -1.2 3.0 2.2
C 0.3287 2.8057 4.8179 0.1 -0.3 0.5
C 3.8033 0.6823 3.4106 0.0 0.1 0.0
C 0.9384 3.6296 5.7799 -0.1 0.1 0.1
C 5.9598 -0.0962 2.6817 -0.2 0.0 -0.2
C 0.1467 1.9557 1.9468 0.1 -3.0 -4.1
C 0.2876 1.4116 5.0076 -0.1 -0.2 0.0
C -4.6526 -2.2915 1.7919 -0.3 0.0 -0.1
C 1.3998 -3.6693 0.3023 0.1 0.2 -0.2
C 0.8970 0.8586 6.1109 -0.1 0.0 -0.2
C 5.5166 -3.2991 -3.1507 0.0 0.0 0.1
C 1.5577 3.0575 6.8712 0.0 0.2 -0.1
C 5.4187 -0.5080 1.4649 0.0 -0.1 -0.1
C 1.5432 1.6753 7.0377 -0.1 0.1 -0.1
C -3.5562 -2.0718 -0.3675 0.2 -0.4 0.1
C 5.1434 0.4829 3.6510 -0.3 0.1 0.3
C 4.7935 -2.1578 -3.4816 0.1 0.0 0.0
C 5.1413 -4.0764 -2.0618 0.0 0.0 0.0
C 4.0300 -3.7401 -1.3118 -0.2 0.0 0.0
C 3.6718 -1.8198 -2.7489 -0.1 0.0 0.0
C 3.2561 -2.6408 -1.6937 -0.3 0.7 0.3
C -4.8236 -2.5656 0.3016 -0.3 0.1 0.2
C 4.0774 -0.3354 1.2142 -0.3 0.0 -0.2
C -3.3037 -2.8666 2.1795 0.1 -0.1 -0.3
C 0.4302 -2.7167 -2.2831 -0.1 0.7 0.1
C 3.2489 0.2824 2.1737 0.4 0.2 0.6
H 3.1133 -0.9236 -2.9871 0.0 0.0 -0.2
H 3.7505 -4.3609 -0.4773 0.0 -0.1 0.1
H 0.7244 -2.2009 -3.1968 0.0 0.0 0.0
H 1.3859 -4.6543 -0.1645 0.0 0.0 0.0
H 7.0160 -0.2146 2.8693 0.1 -0.1 0.0
H 5.5722 0.7868 4.5941 0.0 0.0 0.1
H 3.6417 -0.5952 0.2534 0.1 -0.1 0.1
H -4.9630 -3.6352 0.1364 0.0 0.0 -0.1
H 5.7008 -4.9626 -1.8033 0.1 0.0 0.0
H -5.6924 -2.0470 -0.1021 0.0 -0.1 -0.1
H -5.4457 -2.7644 2.3722 0.0 0.0 0.0
H 2.0427 3.6816 7.6049 0.0 0.1 0.0
H -2.8393 -2.4002 3.0443 0.2 0.0 -0.1
H 2.0022 1.2344 7.9076 0.1 0.0 0.1
H 2.2064 -3.6266 1.0338 0.0 0.0 0.0
H 6.0553 -0.9520 0.7144 0.0 0.0 -0.1
H 3.1644 1.1506 4.1424 0.0 0.0 0.1
H -3.3689 -3.9422 2.3312 0.1 -0.1 0.1
H -0.2807 0.7884 4.3340 -0.1 0.0 0.0
H -4.6976 -1.2199 1.9827 0.1 0.1 0.0
H -3.4783 -0.9827 -0.3819 0.1 0.0 0.1
H 6.3846 -3.5755 -3.7302 0.0 0.0 -0.1
H 0.9522 4.6988 5.6367 0.0 0.2 0.0
H -0.5766 -2.3928 -2.0120 0.0 -0.1 0.0
H -0.5812 4.3734 3.8474 -0.1 -0.1 -0.1
H 0.4540 -3.5142 0.8208 0.0 0.0 -0.1
H 0.4240 -3.7892 -2.4826 0.2 0.0 0.2
H 0.8435 -0.2049 6.2782 0.0 -0.1 0.0
H 5.1109 -1.5393 -4.3077 0.0 0.0 0.0
H -3.4189 -2.4700 -1.3700 0.1 0.0 0.0

***

Entry 2:
63
Properties=species:S:1:pos:R:3:forces:R:3 method="wB97M-V/def2-TZVPD" e_homo_ev=-8.2063
S 1.0231 2.4328 3.9149 0.7 -3.7 1.4
O 1.4475 -2.0682 -0.2959 -2.4 0.1 -1.5
N -2.0650 0.0262 -1.3887 -2.9 2.4 -2.1
N -2.0176 -0.7818 -0.3936 0.0 1.8 -3.5
N 1.7456 0.6450 0.7036 -3.9 4.9 -1.9
N -1.1344 -0.2641 0.3445 3.5 0.5 6.0
N 0.2184 -1.8107 -2.1976 -8.4 -6.3 -5.5
N -1.3633 1.3049 -1.1974 0.6 -5.3 1.9
C -0.6494 0.9665 -0.0976 -0.5 -1.0 -1.4
C 0.8390 1.0798 5.1245 -5.8 9.7 5.7
C 2.5177 1.2778 1.7274 -6.0 4.5 2.7
C -1.6829 -0.5402 2.7230 -0.9 6.8 6.8
C 0.5297 2.9969 -0.4106 3.1 2.5 1.7
C -1.7865 -1.4588 3.8327 4.9 -4.6 -2.2
C -0.9438 -2.3668 1.5139 -11.0 -8.1 0.2
C -1.8147 -2.8193 2.8566 -5.3 2.1 1.4
C 0.8956 -1.4934 -1.2616 10.7 6.0 7.6
C 0.6143 1.7563 0.4251 -7.7 -3.2 3.1
C -0.8043 -0.2325 -5.8155 5.2 12.0 -3.6
C 0.3586 0.0237 -3.6910 -4.1 -3.2 -6.9
C 0.0566 0.5646 -5.0336 -2.0 -6.0 3.9
C -0.0872 -1.2066 -3.4181 -5.1 -4.1 -0.9
C 1.2263 0.3837 -2.8054 5.9 11.3 -2.3
C 1.8579 1.1142 3.2243 3.2 -0.8 -6.9
C 1.3560 -0.0684 5.0129 0.5 -3.2 -0.5
C 2.3640 0.6207 -0.6340 3.8 5.2 1.8
C -1.8187 -3.2161 -3.8113 -5.8 8.0 -2.8
C 1.6408 0.1375 -1.6682 -4.0 -8.5 3.3
C -0.9351 -1.0846 1.7413 10.3 9.4 -5.2
C -1.1494 -1.9499 -4.2726 4.5 0.6 4.1
C -0.6931 3.9969 -0.0053 6.6 0.9 0.4
C -1.2688 -1.3495 -5.4378 -5.8 -5.4 -1.0
C 1.9750 -0.1333 3.7466 -0.5 2.4 0.9
H -2.5881 -0.2032 2.4837 -4.1 0.8 -1.8
H 1.0582 -0.8059 5.7030 0.4 -1.0 0.7
H 0.5261 2.6978 -1.4595 0.2 0.6 0.0
H 2.8433 1.6955 -1.1384 -1.1 -2.1 1.9
H -2.6072 -3.5459 -4.4624 0.2 -0.3 -1.0
H 3.1932 0.0716 -0.3894 2.6 -1.8 -0.2
H 1.5154 3.5005 -0.0287 -1.4 -0.1 -1.6
H 3.4038 0.9384 1.7290 6.7 -2.7 0.2
H 0.6094 1.3768 -5.1447 1.7 4.0 -1.7
H -1.2790 -3.8969 -3.5194 5.9 -7.2 2.8
H -0.2689 -3.0619 1.5548 4.8 -2.9 -0.8
H -0.6274 4.1264 1.0610 -0.4 0.1 0.4
H -1.7243 -3.7660 3.3548 0.9 -0.4 0.0
H -0.7142 -1.4982 4.1990 -1.4 0.0 0.7
H 1.7194 1.5192 -3.2384 -0.9 -2.4 1.2
H -2.4563 -2.9038 -3.0126 -0.3 0.2 1.3
H 2.5287 -0.9249 3.3712 0.8 -1.2 -1.0
H 0.2079 1.6457 6.0379 1.7 -2.5 -2.1
H -2.5233 -1.3622 4.5456 -1.5 0.2 1.4
H -3.1546 -2.8183 2.7571 3.8 -0.2 -0.7
H -0.5655 4.9471 -0.5379 0.0 -0.2 0.2
H -0.2088 2.0536 1.3839 3.6 -0.7 -1.1
H -1.3578 0.5343 3.2774 0.2 -2.3 -1.9
H 0.2917 -0.8748 1.9209 -3.1 0.1 -0.3
H -1.4483 3.5136 -0.3638 -5.2 -2.4 -1.5
H 2.5961 2.4219 1.6412 0.1 -1.3 -0.4
H -0.9849 0.4759 -6.7732 -0.3 -2.8 1.6
H -0.4651 -2.6417 -1.9480 1.9 1.6 -0.9
H -1.8611 -2.6275 0.7708 2.7 0.2 0.9
H -2.0991 -1.6992 -6.0390 0.1 -0.6 -0.5

***

Entry 3:
64
Properties=species:S:1:pos:R:3:forces:R:3 method="wB97M-V/def2-TZVPD" charge=+1 e_homo_ev=-10.2949
Sr -0.0003 0.6290 0.1460 -0.3 0.2 -0.4
O -1.4387 -0.4496 1.7505 0.0 0.0 0.2
N -0.9601 -2.3743 0.5608 0.0 -0.1 0.0
N 1.7970 2.5960 0.4762 0.2 0.4 0.2
N 1.1725 0.8016 2.5095 0.1 0.0 0.2
N -1.4408 0.2877 -2.4346 0.0 -0.1 0.0
N 2.5323 -0.3513 0.1331 0.1 -0.1 0.0
N 1.4547 1.4344 -2.0148 0.2 0.0 -0.2
N -1.1061 -1.5495 -0.5298 0.1 0.0 0.0
C -2.0198 -3.4143 -1.8394 0.0 0.0 0.0
C -0.6545 -2.3586 5.3596 0.0 0.0 0.0
C 1.9671 2.8040 -1.9577 0.0 0.0 0.1
C 3.5235 4.7335 0.8909 0.0 0.0 0.0
C 3.1896 -0.1727 1.4405 0.0 0.0 0.0
C -1.6001 1.1873 -3.4039 0.0 0.0 0.0
C -2.1523 -0.4588 -5.0177 0.0 0.0 0.0
C -0.0621 -3.6135 5.3486 0.0 0.0 0.0
C 2.1895 -0.2587 2.5810 0.0 0.0 0.0
C 3.3376 0.1641 -0.9834 -0.1 0.0 0.0
C -1.6603 -1.0064 -2.7334 0.0 0.0 0.0
C -0.7753 -2.3927 2.9515 -0.1 0.0 0.0
C 2.1722 2.9473 1.7145 -0.1 -0.1 0.1
C 2.4921 0.4081 -2.2231 0.0 0.0 0.1
C -1.0107 -1.7509 4.1641 0.0 0.0 0.0
C 3.0247 4.0123 1.9614 0.0 0.0 0.0
C 1.6450 2.1307 2.8838 0.0 0.0 0.0
C -1.5564 -2.0066 -1.6311 0.0 0.0 0.0
C -1.1021 -1.6762 1.6809 0.1 -0.1 -0.1
C 3.1823 4.3406 -0.3918 0.0 0.0 0.0
C 0.1638 -4.2633 4.1414 0.0 0.0 0.0
C -0.1930 -3.6587 2.9467 0.0 0.0 0.0
C -1.9537 0.8752 -4.7061 0.0 0.0 0.0
C -2.0096 -1.4075 -4.0207 0.0 0.0 0.0
C 2.3236 3.2659 -0.5556 0.0 -0.1 -0.1
H -2.1718 -2.4535 -4.2350 0.0 0.0 0.0
H 4.1902 5.5701 1.0521 0.0 0.0 0.0
H -1.4943 -0.7824 4.1559 0.0 0.0 0.0
H 3.1635 0.6792 -3.0473 0.0 0.0 0.0
H -2.4245 -0.7565 -6.0216 0.0 0.0 0.0
H 2.4316 2.0753 3.6463 0.0 0.0 0.0
H -1.4470 2.2252 -3.1202 0.0 0.0 0.0
H 1.2051 3.4780 -2.3584 0.0 0.0 0.0
H 2.3945 -1.3501 -0.0087 0.0 0.0 0.0
H 3.9875 -0.9045 1.6034 0.0 0.0 0.0
H -1.3345 -3.9579 -2.4947 0.0 0.0 0.0
H 3.5852 4.8461 -1.2595 0.0 0.0 0.0
H 0.2140 -4.0894 6.2805 0.0 0.0 0.0
H 3.7906 1.1036 -0.6623 0.0 0.0 0.0
H -2.0747 1.6543 -5.4449 0.0 0.0 0.0
H 2.8502 2.9263 -2.5968 0.0 0.0 0.0
H 0.8178 2.6808 3.3399 0.0 0.0 0.0
H 3.6661 0.8095 1.4395 0.0 0.0 0.0
H 3.3007 4.2548 2.9790 0.0 0.0 0.0
H 0.6157 -5.2466 4.1338 0.0 0.0 0.0
H -0.0269 -4.1552 2.0007 0.0 0.0 0.0
H 4.1657 -0.5046 -1.2419 0.0 0.0 0.0
H -3.0081 -3.4361 -2.3001 0.0 0.0 0.0
H 0.8068 1.3650 -2.7890 0.0 0.0 0.0
H 1.9815 -0.5169 -2.5060 0.0 0.0 0.0
H -0.8486 -1.8590 6.2998 0.0 0.0 0.0
H -2.0570 -3.9250 -0.8821 0.0 0.0 0.0
H 1.6643 -1.2176 2.5454 0.0 0.0 0.0
H 0.3891 0.5298 3.0948 0.0 0.0 0.0
H 2.7328 -0.2277 3.5336 0.0 0.0 0.0

***

Number 1: E -2529.38819 Eh. Number 2: E -1771.84498 Eh. Number 3: E -1459.84843 Eh.